The following is a quantum chemistry calculation of a molecular structure, C15H24F6N2O5S2SiSr at a distorted geometry, from OMol25.

Values from the calculation:
energy above the lowest of the compared OMol25 structures with the same formula, charge and spin = 92.8 kcal/mol
LUMO level = 4.3649 eV
total charge = -2

CARTESIAN COORDINATES (ANGSTROEM)
Sr -1.769 0.851 0.360
F 1.657 0.757 4.286
C 0.676 1.621 4.177
F -0.192 1.417 5.170
F 1.159 2.854 4.292
S -0.334 1.577 2.591
O 0.442 1.441 1.365
O -1.037 2.823 2.697
N -1.477 0.350 2.822
S -1.457 -1.188 2.147
O -2.833 -1.546 1.896
O -0.619 -1.348 0.981
C -0.973 -2.289 3.585
F -2.089 -2.563 4.263
F -0.131 -1.712 4.419
F -0.475 -3.427 3.123
C 0.492 -1.313 -2.655
N -0.877 -1.472 -2.199
C -1.143 -2.831 -1.809
C -1.846 -0.985 -3.166
C -1.671 0.479 -3.512
C -1.382 0.822 -4.831
C -1.240 2.156 -5.196
C -1.370 3.128 -4.216
C -1.647 2.755 -2.899
C -1.818 1.427 -2.480
H 0.695 -1.979 -3.520
H 1.196 -1.512 -1.846
H 0.658 -0.283 -2.961
H -1.021 -3.542 -2.654
H -2.166 -2.926 -1.433
H -0.455 -3.128 -1.018
H -2.839 -1.111 -2.720
H -1.799 -1.598 -4.093
H -1.258 0.043 -5.582
H -1.026 2.427 -6.225
H -1.262 4.177 -4.479
H -1.749 3.554 -2.165
C -3.682 2.835 0.071
H -4.470 2.833 0.838
H -4.119 3.000 -0.916
H -2.999 3.666 0.314
C 4.593 -1.818 1.062
Si 3.117 -0.583 1.001
C 3.828 0.959 1.886
C 2.064 -1.385 2.370
O 2.518 -0.383 -0.419
H 5.078 -1.866 2.043
H 5.350 -1.544 0.320
H 4.241 -2.822 0.802
H 4.444 0.678 2.747
H 3.038 1.626 2.242
H 4.440 1.548 1.196
H 2.654 -1.567 3.273
H 1.656 -2.329 2.004
H 1.228 -0.755 2.652


The following is a quantum chemistry calculation of a molecular structure, C23H26ClN3Tc, from OMol25.

Values from the calculation:
energy above the lowest of the compared OMol25 structures with the same formula, charge and spin = 0.3 kcal/mol
2S+1 = 4
LUMO level (spin up / spin down) = -7.2834 / -7.8954 eV
total charge = +2

CARTESIAN COORDINATES (ANGSTROEM)
Tc 0.267 -0.318 0.557
C -1.361 1.852 1.774
N -0.446 1.779 0.599
C 0.601 2.830 0.723
C -1.191 1.985 -0.660
C -1.984 3.096 -0.879
C -2.668 3.215 -2.081
C -2.554 2.222 -3.045
C -1.753 1.113 -2.830
C -1.052 1.003 -1.632
N -0.206 -0.062 -1.283
C -0.067 -1.252 -2.040
C 0.324 -1.308 -3.370
C 0.477 -2.547 -3.973
C 0.259 -3.715 -3.251
C -0.109 -3.664 -1.911
C -0.270 -2.428 -1.316
N -0.681 -2.222 0.086
C -0.449 -3.420 0.930
C -2.148 -1.913 0.133
H -1.807 2.843 1.859
H -0.793 1.652 2.681
H -2.166 1.126 1.660
H 0.137 3.816 0.711
H 1.293 2.750 -0.113
H 1.131 2.693 1.662
H -2.086 3.867 -0.126
H -3.295 4.077 -2.259
H -3.098 2.310 -3.976
H -1.681 0.340 -3.581
H 0.530 -0.395 -3.913
H 0.782 -2.605 -5.008
H 0.385 -4.676 -3.731
H -0.265 -4.584 -1.366
H -1.151 -4.208 0.659
H -0.614 -3.155 1.973
H 0.565 -3.784 0.793
H -2.705 -2.776 -0.235
H -2.375 -1.052 -0.493
H -2.438 -1.717 1.166
Cl 3.195 3.396 4.436
C 2.815 2.029 3.491
C 3.492 1.823 2.281
C 3.188 0.729 1.510
C 2.235 -0.220 1.953
C 1.926 -1.427 1.204
C 1.550 0.024 3.167
C 1.831 1.147 3.925
H 4.255 2.526 1.973
H 3.720 0.551 0.583
H 1.699 -2.289 1.814
H 2.556 -1.654 0.345
H 0.868 -0.726 3.556
H 1.332 1.324 4.869


The following is a quantum chemistry calculation of 2 unconnected molecules or ions with the total composition C2H7O2 at a distorted geometry, from OMol25.

Values from the calculation:
energy above the lowest of the compared OMol25 structures with the same formula, charge and spin = 22.7 kcal/mol
LUMO level = -5.5696 eV
total charge = +1

CARTESIAN COORDINATES (ANGSTROEM)
O -0.554 0.449 -2.141
H -1.035 1.198 -2.528
H -0.550 0.498 2.089
H -1.220 -0.234 -2.257
C -0.189 -0.384 1.540
C 1.036 -0.065 0.731
O 1.115 -0.275 -0.479
H -0.985 -0.570 0.823
H 0.084 -1.084 2.323
H 1.805 0.584 1.187
H 0.492 -0.117 -1.289


The following is a quantum chemistry calculation of a molecular structure, C52H40N4O8S2Ta at a distorted geometry, from OMol25.

Values from the calculation:
LUMO level = 1.7169 eV
total charge = -1

CARTESIAN COORDINATES (ANGSTROEM)
Ta 0.223 0.068 -0.242
O -3.903 0.312 -1.056
C -2.805 0.462 -0.577
O -1.797 -0.370 -0.628
C -2.471 1.633 0.302
C -3.339 2.624 0.698
C -2.899 3.522 1.667
C -1.659 3.343 2.267
C -0.865 2.306 1.821
N -1.247 1.540 0.809
C 0.351 1.751 2.515
O 0.853 2.359 3.449
O 0.670 0.602 2.041
H -4.328 2.661 0.263
H -3.551 4.322 1.997
H -1.301 3.954 3.085
C 6.425 0.717 -0.569
C 5.804 0.583 0.806
C 6.826 0.563 1.914
O 4.873 1.645 1.046
C 3.535 1.161 0.918
C 3.718 -0.297 0.465
O 5.038 -0.604 0.898
C 2.774 -1.384 1.010
O 1.508 -1.201 0.364
C 3.332 -2.740 0.542
C 4.034 -3.578 1.404
C 4.561 -4.781 0.950
C 4.397 -5.163 -0.374
C 3.714 -4.323 -1.245
C 3.192 -3.119 -0.789
C 2.573 -1.404 2.524
C 3.397 -0.735 3.416
C 3.163 -0.806 4.785
C 2.111 -1.560 5.279
C 1.300 -2.258 4.390
C 1.536 -2.182 3.028
C 2.741 2.058 -0.059
O 1.537 1.341 -0.305
C 2.343 3.392 0.557
C 1.312 4.108 -0.048
C 0.905 5.328 0.472
C 1.536 5.852 1.596
C 2.570 5.147 2.191
C 2.972 3.919 1.676
C 3.465 2.280 -1.380
C 3.211 1.482 -2.489
C 3.922 1.675 -3.669
C 4.889 2.667 -3.753
C 5.131 3.480 -2.651
C 4.420 3.289 -1.476
H 6.916 1.686 -0.663
H 5.668 0.645 -1.350
H 7.162 -0.075 -0.717
H 7.533 1.386 1.795
H 7.376 -0.379 1.884
H 6.329 0.658 2.879
H 3.025 1.208 1.880
H 3.651 -0.373 -0.627
H 4.168 -3.294 2.439
H 5.099 -5.421 1.639
H 4.803 -6.104 -0.726
H 3.586 -4.601 -2.284
H 2.671 -2.470 -1.481
H 4.232 -0.148 3.060
H 3.805 -0.255 5.462
H 1.923 -1.604 6.344
H 0.476 -2.858 4.757
H 0.900 -2.726 2.343
H 0.825 3.702 -0.930
H 0.093 5.868 -0.002
H 1.217 6.802 2.009
H 3.057 5.537 3.076
H 3.767 3.375 2.168
H 2.453 0.711 -2.447
H 3.707 1.046 -4.524
H 5.439 2.819 -4.674
H 5.874 4.267 -2.706
H 4.613 3.927 -0.622
S -0.572 1.787 -2.190
C -0.504 0.919 -3.685
C -0.930 1.531 -4.873
C -0.873 0.876 -6.088
C -1.324 1.562 -7.284
N -1.686 2.104 -8.231
C -0.376 -0.432 -6.153
C 0.051 -1.044 -4.988
C -0.001 -0.386 -3.761
S 0.648 -1.210 -2.362
C -0.300 -1.154 -7.406
N -0.243 -1.732 -8.399
H -1.312 2.543 -4.834
H 0.439 -2.054 -5.035
C -1.862 -6.183 2.346
C -1.517 -4.868 1.702
C -2.143 -3.686 2.067
C -1.773 -2.500 1.452
N -0.818 -2.426 0.532
C -0.222 -3.561 0.165
C -0.542 -4.789 0.712
H -2.728 -6.091 3.001
H -1.024 -6.551 2.943
H -2.082 -6.939 1.592
H -2.918 -3.680 2.824
H -2.257 -1.565 1.714
H 0.553 -3.475 -0.585
H -0.020 -5.676 0.373